(1)
C3H9N2 | the ωB97M-V functional and the def2-TZVPD basis

The SMILES is CCNC=[NH2+]. For the LUMO energy, the calculation gives -3.688 eV. As for the orbital gap: 11.50 eV.

ORCA input file:
```
! wB97M-V def2-TZVPD RIJCOSX def2/J DEFGRID3
* xyz 1 1
C 1.2654 0.9391 0.9337
C 1.2588 -0.4198 0.2206
N 0.0082 -0.6975 -0.3715
C -1.1364 -0.0171 -0.3842
N -2.2314 -0.3398 -1.0523
H 0.7166 0.8386 1.8899
H 2.2821 1.3854 1.1896
H 0.8121 1.7612 0.2650
H 2.1053 -0.4477 -0.6144
H 1.3672 -1.2004 1.0278
H 0.0301 -1.6524 -0.7869
H -1.0916 0.9275 0.2562
H -2.1987 -1.0939 -1.6448
H -3.1877 0.0168 -0.9286
*
```

Let us look at the natural (NBO) charges, expressed in e, one per atom: -0.658, -0.235, -0.504, 0.389, -0.714, 0.228, 0.273, 0.215, 0.242, 0.234, 0.423, 0.248, 0.407, 0.453

=====

(2)
C3H9N2 | the ωB97M-V functional and the def2-TZVPD basis

The SMILES is CC/[NH+]=C/N. For the LUMO energy, the calculation gives -3.719 eV. As for the orbital gap: 11.71 eV.

ORCA input file:
```
! wB97M-V def2-TZVPD RIJCOSX def2/J DEFGRID3
* xyz 1 1
C -0.4394 -0.0575 -1.7487
C -1.0078 -0.7250 -0.5138
N -0.1065 -0.5608 0.6647
C 0.4560 0.5754 0.9432
N 1.4160 0.7643 1.8364
H -0.2186 0.9931 -1.5799
H 0.3889 -0.6256 -2.1609
H -1.1498 -0.0967 -2.5809
H -1.9332 -0.2606 -0.1929
H -1.1026 -1.7952 -0.6622
H 0.2329 -1.3931 1.1319
H -0.0102 1.4782 0.5627
H 1.7328 -0.0162 2.3884
H 1.7413 1.7198 1.9120
*
```

Let us look at the natural (NBO) charges, expressed in e, one per atom: -0.638, -0.216, -0.501, 0.395, -0.714, 0.209, 0.235, 0.257, 0.221, 0.236, 0.421, 0.226, 0.428, 0.443

=====

(3)
C3H9N2 | the ωB97M-V functional and the def2-TZVPD basis

For the LUMO energy, the calculation gives -8.444 eV. As for the orbital gap: 6.46 eV.

ORCA input file:
```
! wB97M-V def2-TZVPD RIJCOSX def2/J DEFGRID3
* xyz 1 1
C 1.6961 0.2383 0.7247
C 0.8386 0.7076 -0.4492
N 0.0197 -0.3878 -0.9082
C -1.3336 -0.5023 -0.3459
N -1.3078 -0.0337 0.9404
H 0.9358 -0.0107 1.5012
H 2.1360 -0.7366 0.4387
H 2.4712 0.8926 1.1082
H 0.0464 1.2529 0.1457
H 1.2791 1.2827 -1.2740
H 0.1367 -0.6875 -1.8777
H -1.5885 -1.5809 -0.4196
H -2.0454 -0.3454 1.5732
H -2.0547 0.1403 -0.9301
*
```

Let us look at the natural (NBO) charges, expressed in e, one per atom: -0.613, -0.243, -0.397, -0.223, -0.294, 0.231, 0.232, 0.262, 0.262, 0.247, 0.422, 0.319, 0.391, 0.403

=====

(4)
C3H9N2 | the ωB97M-V functional and the def2-TZVPD basis

For the LUMO energy, the calculation gives -3.026 eV. As for the orbital gap: 13.93 eV.

ORCA input file:
```
! wB97M-V def2-TZVPD RIJCOSX def2/J DEFGRID3
* xyz 1 1
C 2.8074 0.0718 0.0139
C -1.1230 -1.1518 0.2580
C -0.6310 1.1221 0.1446
N -0.5035 -0.1601 -0.5506
N 1.9699 -0.4819 -0.5600
H 3.5945 0.7155 0.3289
H -2.1509 -1.0531 0.3085
H -0.7911 -2.2558 0.0348
H -0.7844 -0.9149 1.1800
H 0.1980 1.8771 -0.1008
H -1.4802 1.5699 -0.1967
H -0.7049 1.0992 1.1737
H 0.5142 -0.5792 -0.5189
H -0.9150 0.1412 -1.5154
*
```

Let us look at the natural (NBO) charges, expressed in e, one per atom: 0.257, -0.415, -0.431, -0.549, -0.403, 0.270, 0.228, 0.241, 0.210, 0.233, 0.223, 0.227, 0.459, 0.449

=====

(5)
C3H9N2 | the ωB97M-V functional and the def2-TZVPD basis

For the LUMO energy, the calculation gives -8.885 eV. As for the orbital gap: 4.18 eV.

ORCA input file:
```
! wB97M-V def2-TZVPD RIJCOSX def2/J DEFGRID3
* xyz 1 1
C -1.5532 -1.0092 -0.9548
C -1.1429 -0.5000 0.4310
C 0.1728 -0.3223 0.6343
N 3.3546 1.4344 -0.6254
N -2.0791 0.1583 1.3075
H -2.1532 -2.0248 -1.0111
H -2.0426 -0.3064 -1.6207
H -0.4824 -1.1448 -1.3694
H 0.6302 -0.0811 1.6871
H 3.5468 1.1854 -1.5514
H 4.1343 1.0743 -0.0043
H 2.5129 0.8880 -0.2636
H -3.0319 -0.2207 1.2923
H -1.8664 0.8687 2.0485
*
```

Let us look at the natural (NBO) charges, expressed in e, one per atom: -0.667, 0.124, 0.243, -1.034, -0.723, 0.286, 0.298, 0.252, 0.267, 0.366, 0.367, 0.331, 0.445, 0.445

=====

(6)
C3H9N2 | the ωB97M-V functional and the def2-TZVPD basis

For the LUMO energy, the calculation gives -7.260 eV. As for the orbital gap: 5.41 eV.

ORCA input file:
```
! wB97M-V def2-TZVPD RIJCOSX def2/J DEFGRID3
* xyz 1 1
C -1.8207 -1.3494 1.0158
C -0.5900 -1.1267 0.1572
C -0.5162 0.1478 -0.2480
N 2.1577 3.0020 -0.5589
N 0.2018 -2.1374 -0.2237
H -2.6947 -0.8606 0.5693
H -1.9834 -2.4216 1.1118
H -1.6829 -0.9304 2.0143
H -0.7228 0.5185 -1.2607
H 2.7398 3.6746 -0.0909
H 2.3081 3.0757 -1.5544
H 1.1681 3.0063 -0.3866
H 0.6869 -2.6503 0.5114
H 0.7483 -1.9486 -1.0566
*
```

Let us look at the natural (NBO) charges, expressed in e, one per atom: -0.664, 0.159, 0.262, -1.097, -0.694, 0.276, 0.279, 0.280, 0.234, 0.385, 0.363, 0.357, 0.441, 0.420

=====

(7)
C3H9N2 | the ωB97M-V functional and the def2-TZVPD basis

For the LUMO energy (spin up / spin down), the calculation gives -3.968 / -6.064 eV. As for the orbital gap (spin up / spin down): 8.14 / 7.19 eV.

ORCA input file:
```
! wB97M-V def2-TZVPD RIJCOSX def2/J DEFGRID3
* xyz 1 3
C -0.3145 -0.1744 0.2854
C -1.4573 0.0393 -0.4479
C 2.7174 0.3137 -0.3797
N 1.8873 -0.3055 0.5924
N -2.7495 0.0530 0.2390
H 1.6528 -1.3424 0.3897
H -0.2426 -0.4760 1.3527
H -1.1918 0.4113 -1.4767
H 2.6737 -0.1479 -1.3644
H 2.5638 1.3729 -0.5267
H 3.6803 0.2767 0.0988
H -3.1760 -0.8509 -0.0553
H -3.5439 0.8111 0.0006
H -2.4996 0.0191 1.2922
*
```

Let us look at the natural (NBO) charges, expressed in e, one per atom: 0.020, -0.284, -0.504, -0.379, -0.725, 0.320, 0.190, 0.275, 0.213, 0.212, 0.256, 0.455, 0.478, 0.473

=====

(8)
C3H9N2O | the ωB97M-V functional and the def2-TZVPD basis

The SMILES is C[NH2+][C@H](N)C=O. For the LUMO energy, the calculation gives -4.541 eV. As for the orbital gap: 10.27 eV.

ORCA input file:
```
! wB97M-V def2-TZVPD RIJCOSX def2/J DEFGRID3
* xyz 1 1
C 1.4218 -1.0163 0.5929
N 0.0624 -0.7645 0.1755
C -0.2024 0.6995 -0.2009
N -0.9439 1.0532 0.9854
C -0.8603 0.5323 -1.6180
O -0.7025 -0.5650 -2.1897
H 2.0616 -1.0875 -0.2705
H 1.7346 -0.1779 1.2320
H 1.5273 -1.9055 1.2827
H -0.6034 -0.9891 0.8726
H -0.0959 -1.3219 -0.7836
H 0.7600 1.1530 -0.1745
H -0.8472 2.1264 1.0682
H -2.0315 0.8678 1.0928
H -1.2804 1.3955 -2.0648
*
```

Let us look at the natural (NBO) charges, expressed in e, one per atom: -0.440, -0.528, 0.016, -0.868, 0.418, -0.477, 0.235, 0.225, 0.256, 0.439, 0.471, 0.244, 0.407, 0.417, 0.185

=====

(9)
C3H9N2O | the ωB97M-V functional and the def2-TZVPD basis

For the LUMO energy, the calculation gives -4.716 eV. As for the orbital gap: 9.12 eV.

ORCA input file:
```
! wB97M-V def2-TZVPD RIJCOSX def2/J DEFGRID3
* xyz 1 1
C -0.5408 0.2035 -1.9546
C 1.1019 0.1615 -0.7257
C -0.2966 -0.1874 -0.5014
N -1.1239 -0.4428 0.4898
N 0.9295 0.2556 -2.1271
O -0.1391 -0.4375 3.3939
H -0.9804 -0.4585 -2.6474
H -1.0622 1.1852 -1.9860
H 1.1031 1.1576 -0.0664
H 1.9869 -0.4445 -0.3776
H -2.1429 -0.5460 0.4335
H -0.7863 -0.4936 1.3782
H 1.2890 0.9038 -2.7388
H 0.4545 0.2780 3.5508
H 0.2072 -1.1350 3.8787
*
```

Let us look at the natural (NBO) charges, expressed in e, one per atom: -0.289, -0.291, 0.482, -0.620, -0.584, -0.956, 0.254, 0.238, 0.237, 0.273, 0.445, 0.442, 0.401, 0.482, 0.486

=====

(10)
C3H9N2O | the ωB97M-V functional and the def2-TZVPD basis

The SMILES is NCCOC=[NH2+]. For the LUMO energy, the calculation gives -3.892 eV. As for the orbital gap: 10.48 eV.

ORCA input file:
```
! wB97M-V def2-TZVPD RIJCOSX def2/J DEFGRID3
* xyz 1 1
N 0.8392 -1.0303 0.5478
C 1.5019 0.1557 -0.0146
C 0.3483 1.1651 -0.4568
O -0.6750 1.1632 0.4923
C -1.4266 0.1433 0.5531
N -1.8143 -0.6559 -0.4883
H 0.6309 -1.7548 -0.1117
H 1.4256 -1.4725 1.3719
H 2.2985 0.2174 -0.7108
H 1.9078 0.6588 0.8997
H 0.8666 2.1013 -0.3223
H -0.0611 1.1379 -1.4630
H -2.0163 0.0126 1.4549
H -1.2995 -0.4153 -1.3230
H -2.5260 -1.4266 -0.4290
*
```

Let us look at the natural (NBO) charges, expressed in e, one per atom: -0.851, -0.246, -0.125, -0.390, 0.606, -0.757, 0.373, 0.411, 0.229, 0.215, 0.240, 0.189, 0.223, 0.416, 0.467

=====

Number 1: electronic energy -6230.2773 eV. Number 2: electronic energy -6230.8422 eV. Number 3: electronic energy -6225.2802 eV. Number 4: electronic energy -6228.3468 eV. Number 5: electronic energy -6223.9415 eV. Number 6: electronic energy -6226.0576 eV. Number 7: electronic energy -6223.0428 eV. Number 8: electronic energy -8276.3825 eV. Number 9: electronic energy -8276.1577 eV. Number 10: electronic energy -8276.7307 eV.